No. 1
Molecular formula: FOPS
Method: DFT, ωB97M-V/def2-TZVPD

The geometry in XYZ format:
```
4
Properties=species:S:1:pos:R:3:forces:R:3
O 1.948 0.507 0.009 -0.3 -0.3 0.0
F -2.129 -0.445 -0.005 1.2 0.4 0.0
P 0.966 -0.603 -0.026 0.2 0.0 0.0
S -0.785 0.541 0.021 -1.1 -0.1 0.0
```
Positions in Å, forces in eV/Å.

The value obtained for the energy relative to the best compared isomer or geometry (same formula, charge and spin) is 1.776 eV. As for the frontier orbital gap: 9.252 eV. The spin multiplicity is 1. The largest force on an atom is 1.30 eV/A.

***

No. 2
Molecular formula: C4H4N4
Method: DFT, ωB97M-V/def2-TZVPD

The geometry in XYZ format:
```
12
Properties=species:S:1:pos:R:3:forces:R:3
C 0.801 0.453 0.756 0.0 2.8 4.0
C 0.646 -0.815 0.083 -1.7 -1.1 -1.3
C -0.342 -1.309 -0.763 2.4 -0.6 2.2
C -0.760 1.455 -0.517 -3.5 0.3 -3.5
H 1.527 -0.129 2.111 1.5 -1.7 2.6
H 1.399 -1.488 0.367 1.0 -1.2 -0.1
H -0.240 -2.360 -1.055 0.1 0.5 0.0
H -1.065 2.375 -1.059 -0.3 -0.7 0.5
N 1.303 0.818 1.951 -1.0 -2.5 -4.0
N -1.617 -0.822 -1.080 1.7 -5.0 -0.6
N -1.874 0.305 -0.994 -0.6 7.6 1.4
N 0.222 1.516 0.199 0.4 1.6 -1.1
```
Positions in Å, forces in eV/Å.

The value obtained for the energy relative to the best compared isomer or geometry (same formula, charge and spin) is 4.940 eV. As for the frontier orbital gap: 7.746 eV. The spin multiplicity is 1. The largest force on an atom is 7.74 eV/A.

***

No. 3
Molecular formula: C4H5NO
Method: DFT, ωB97M-V/def2-TZVPD

The geometry in XYZ format:
```
11
Properties=species:S:1:pos:R:3:forces:R:3
N 2.046 -0.834 -0.337 -0.2 -0.2 0.2
C 1.195 -1.313 0.469 0.2 0.0 -0.1
O 0.001 -0.742 0.685 0.0 0.0 0.0
C -0.199 0.450 -0.080 0.0 0.2 -0.2
C -1.437 1.126 0.298 -0.4 0.3 0.1
C -2.393 1.824 0.517 0.4 -0.3 -0.1
H 2.887 -1.403 -0.355 -0.1 0.0 0.0
H 1.293 -2.214 1.081 0.0 0.1 -0.1
H -0.204 0.193 -1.144 0.0 0.1 0.1
H 0.648 1.122 0.085 -0.1 0.0 -0.1
H -3.228 2.462 0.709 0.1 -0.2 0.0
```
Positions in Å, forces in eV/Å.

The value obtained for the energy relative to the best compared isomer or geometry (same formula, charge and spin) is 2.462 eV. As for the frontier orbital gap: 11.158 eV. The spin multiplicity is 1. The largest force on an atom is 0.51 eV/A.

***

No. 4
Molecular formula: C12H24AuN4OSeTa
Method: DFT, ωB97M-V/def2-TZVPD

The geometry in XYZ format:
```
44
Properties=species:S:1:pos:R:3:forces:R:3
N 2.186 -0.342 0.544 0.6 -0.1 0.1
C 3.152 -0.720 1.221 1.2 -0.9 0.9
O 4.058 -1.112 1.862 -2.5 1.2 -1.8
Au 0.405 1.257 -2.460 0.1 0.5 -1.0
Ta 0.364 -0.049 -0.100 0.5 -2.6 4.0
N -0.306 -1.806 -0.637 0.4 1.8 -0.9
N -0.266 1.862 -0.570 -0.7 0.0 -0.3
C -0.283 -3.124 0.038 -0.1 -0.6 0.2
C 0.444 3.123 -0.189 0.1 0.3 -0.4
C 0.680 -4.039 -0.722 0.2 -0.1 -0.1
C -1.692 -3.719 0.032 -0.2 -0.1 0.0
C 0.199 -2.971 1.472 0.0 -0.2 0.3
C 0.049 4.178 -1.223 0.0 0.3 0.4
C 0.019 3.533 1.222 -0.1 0.2 0.2
C 1.936 2.862 -0.263 0.2 0.2 0.2
H 0.308 -4.275 -1.725 0.1 -0.1 0.2
H 0.792 -4.985 -0.173 0.0 0.3 -0.2
H 1.668 -3.572 -0.813 -0.1 -0.1 0.0
H -2.414 -3.015 0.461 0.1 -0.1 0.0
H -1.700 -4.633 0.642 0.0 0.3 -0.2
H -2.018 -3.992 -0.978 0.0 0.0 0.2
H 1.236 -2.619 1.523 -0.2 -0.1 0.0
H 0.168 -3.968 1.938 0.1 0.4 -0.1
H -0.447 -2.306 2.056 0.1 -0.2 -0.1
H 0.229 3.795 -2.237 0.1 0.2 0.0
H 0.663 5.076 -1.074 -0.2 -0.2 -0.1
H -1.007 4.452 -1.131 0.2 0.0 -0.1
H -0.970 4.007 1.205 0.3 -0.1 0.2
H 0.738 4.278 1.595 -0.3 -0.3 -0.1
H -0.003 2.681 1.912 0.1 0.3 -0.1
H 2.255 2.026 0.376 0.0 0.4 -0.1
H 2.460 3.774 0.057 0.0 -0.4 -0.1
H 2.234 2.645 -1.301 0.1 0.1 0.1
C -1.763 1.955 -0.545 -0.3 0.0 -0.8
H -2.201 0.992 -0.237 0.1 0.2 -0.1
H -2.091 2.728 0.166 0.2 -0.4 -0.2
H -2.131 2.199 -1.553 -0.1 0.0 0.5
C -0.853 -1.815 -2.012 -0.5 -0.3 0.1
H -1.954 -1.854 -2.010 0.4 0.0 -0.1
H -0.541 -0.905 -2.559 -0.2 -0.2 0.0
H -0.453 -2.674 -2.571 -0.1 0.4 0.1
Se -1.680 0.564 4.336 0.7 -0.3 -1.7
C -0.991 0.328 2.767 0.1 0.1 0.0
N -0.482 0.179 1.654 -0.4 0.1 0.7
```
Positions in Å, forces in eV/Å.

The total charge is +2. The value obtained for the energy relative to the best compared isomer or geometry (same formula, charge and spin) is 0.000 eV. As for the frontier orbital gap: 5.790 eV. The spin multiplicity is 1. The largest force on an atom is 4.78 eV/A.

***

No. 5
Molecular formula: C8H24N8O16
Method: DFT, ωB97M-V/def2-TZVPD

The geometry in XYZ format:
```
56
Properties=species:S:1:pos:R:3:forces:R:3
C 1.872 3.094 2.515 0.3 0.0 0.2
N 3.339 2.930 2.727 -0.2 0.0 0.2
O 3.970 3.919 3.027 0.1 0.0 -0.1
O 3.788 1.802 2.671 0.1 -0.1 -0.1
H 1.475 3.153 3.527 -0.2 0.0 -0.1
H 1.505 2.228 1.980 0.0 0.0 0.0
H 1.713 4.024 1.988 -0.1 0.1 0.0
C -0.256 -1.445 -5.577 -0.1 -0.5 0.0
N -1.135 -2.320 -4.734 0.2 0.0 0.1
O -0.812 -2.471 -3.569 0.1 0.2 -0.1
O -2.071 -2.850 -5.277 -0.2 -0.1 0.0
H 0.729 -1.897 -5.499 0.1 0.2 0.0
H -0.283 -0.436 -5.185 0.0 0.0 0.1
H -0.629 -1.498 -6.591 0.0 0.1 0.0
C 2.416 1.696 -3.194 0.1 -0.1 -0.2
N 1.810 2.874 -2.524 -0.3 -0.1 0.0
O 2.564 3.739 -2.162 0.0 0.2 0.1
O 0.592 2.902 -2.407 0.2 0.0 -0.1
H 2.714 2.015 -4.191 0.0 0.1 0.0
H 1.677 0.908 -3.248 0.0 0.0 0.1
H 3.298 1.409 -2.635 0.0 0.0 0.1
C -1.999 3.747 -0.707 0.1 -0.1 -0.3
N -1.488 3.378 0.638 0.6 0.0 0.0
O -1.796 2.291 1.073 -0.3 -0.2 0.0
O -0.736 4.149 1.200 -0.2 0.1 -0.1
H -1.730 2.935 -1.378 -0.1 0.0 0.1
H -1.497 4.649 -1.032 -0.1 0.1 0.1
H -3.079 3.827 -0.655 0.0 0.1 0.1
C -0.149 -0.307 -0.966 -0.1 -0.7 -0.4
N 0.631 0.340 0.107 -0.5 0.9 -0.1
O 0.238 0.247 1.250 0.2 -0.5 0.1
O 1.536 1.073 -0.243 0.4 -0.2 0.0
H -0.911 -0.939 -0.525 -0.1 0.1 0.1
H 0.501 -0.903 -1.605 0.2 0.0 0.2
H -0.555 0.485 -1.589 -0.1 0.1 0.2
C 2.088 -1.186 3.463 -0.6 0.4 0.1
N 2.367 -2.635 3.323 0.2 0.1 -0.3
O 3.520 -2.964 3.151 0.0 0.0 0.1
O 1.423 -3.399 3.371 -0.1 0.0 0.0
H 2.655 -0.801 4.302 0.2 -0.1 0.0
H 1.021 -1.069 3.624 0.1 -0.1 0.1
H 2.336 -0.639 2.558 0.4 -0.3 0.0
C -1.966 -0.910 3.546 0.6 0.1 0.4
N -3.212 -0.974 2.753 0.1 -0.1 -0.3
O -4.239 -0.704 3.330 -0.1 0.0 -0.1
O -3.127 -1.280 1.575 0.0 0.0 0.1
H -1.203 -1.582 3.168 -0.3 -0.2 -0.3
H -2.215 -1.154 4.573 -0.1 0.1 0.0
H -1.572 0.103 3.477 -0.2 0.1 0.0
C -1.709 -4.052 -0.027 -0.1 -0.6 -0.2
N -2.726 -4.431 -1.060 0.1 0.4 0.0
O -3.223 -5.532 -0.999 -0.1 -0.2 0.0
O -2.976 -3.582 -1.890 -0.1 -0.1 0.1
H -2.162 -3.277 0.583 0.2 0.2 -0.1
H -0.834 -3.743 -0.589 0.0 0.3 0.1
H -1.487 -4.939 0.556 -0.1 0.0 0.1
```
Positions in Å, forces in eV/Å.

The value obtained for the energy relative to the best compared isomer or geometry (same formula, charge and spin) is 0.083 eV. As for the frontier orbital gap: 10.337 eV. The spin multiplicity is 1. The largest force on an atom is 1.08 eV/A.